Record 1
ORCA calculation (ωB97M-V/def2-TZVPD) on a structure of composition C27H70N5O15PPt2 at a distorted geometry.

Each line ends with the Löwdin spin population.
Element x y z (Å)
Pt 10.03 -6.27 23.65  1.54
Pt 10.35 -3.56 20.97  1.50
C 9.95 -1.38 27.43  0.00
N 9.13 -0.41 26.56  0.00
C 8.52 0.72 27.36  0.00
C 10.03 0.15 25.51  0.00
C 8.07 -1.34 26.01  0.00
C 7.17 -0.72 24.93  0.00
O 7.92 -0.55 23.77  0.00
H 10.53 -1.98 26.74  0.00
H 9.28 -1.97 28.05  0.00
H 10.60 -0.70 27.97  0.00
H 7.79 0.31 28.05  0.00
H 8.08 1.43 26.66  0.00
H 9.32 1.23 27.89  0.00
H 10.90 0.57 26.01  0.00
H 9.58 0.95 24.93  0.00
H 10.42 -0.57 24.80  0.00
H 7.41 -1.75 26.78  0.00
H 8.53 -2.30 25.75  0.00
H 6.75 0.23 25.28  0.00
H 6.28 -1.35 24.79  0.00
H 8.05 -1.39 23.29  0.00
C 3.84 -3.72 21.78  0.00
N 4.86 -4.81 21.60  0.00
C 5.39 -4.78 20.21  0.00
C 6.01 -4.50 22.54  0.00
C 4.16 -6.15 21.90  0.00
C 5.12 -7.34 21.89  0.00
O 6.13 -7.25 22.85  0.00
H 3.35 -3.83 22.74  0.00
H 3.12 -3.90 20.98  0.00
H 4.23 -2.70 21.74  0.00
H 5.95 -3.85 20.09  0.00
H 4.61 -4.64 19.47  0.00
H 6.03 -5.64 20.03  0.00
H 6.20 -3.42 22.54  0.00
H 6.94 -5.00 22.28  0.00
H 5.78 -4.76 23.57  0.00
H 3.38 -6.29 21.15  0.00
H 3.78 -6.00 22.91  0.00
H 5.51 -7.48 20.88  0.00
H 4.49 -8.21 22.07  0.00
H 6.97 -7.07 22.39  0.00
C 9.63 -3.54 23.53  0.02
O 9.29 -2.59 22.71  0.09
O 8.90 -4.43 24.07  0.06
O 10.76 -4.02 23.20  0.05
C 9.37 -6.38 20.99  0.04
O 8.68 -6.88 21.97  0.08
O 9.03 -5.33 20.29  0.10
O 10.58 -6.15 21.44  0.11
C 13.32 -9.21 22.85  0.00
C 12.45 -8.32 23.77  0.00
C 12.94 -6.88 23.71  0.00
O 12.24 -6.10 24.64  0.04
C 12.78 -6.04 25.96  0.00
N 11.04 -8.39 23.25  0.07
H 13.01 -10.26 22.85  0.00
H 14.39 -9.31 23.07  0.00
H 13.18 -8.90 21.82  0.00
H 12.48 -8.65 24.81  0.00
H 12.67 -6.45 22.74  0.00
H 14.03 -6.76 23.68  0.00
H 12.89 -7.04 26.37  0.00
H 12.05 -5.46 26.52  0.00
H 13.75 -5.54 25.98  0.00
H 10.79 -9.37 23.35  0.01
H 10.92 -8.17 22.27  0.00
C 14.34 -4.77 19.75  0.00
C 13.13 -4.10 20.48  0.00
C 13.42 -2.60 20.56  0.00
O 12.44 -2.06 21.45  0.04
C 12.57 -0.67 21.64  0.00
N 11.97 -4.49 19.66  0.07
H 14.63 -4.29 18.82  0.00
H 14.28 -5.86 19.64  0.00
H 15.27 -4.65 20.31  0.00
H 13.15 -4.58 21.45  0.00
H 13.34 -2.13 19.57  0.00
H 14.42 -2.40 20.95  0.00
H 12.15 -0.22 20.74  0.00
H 13.57 -0.28 21.82  0.00
H 11.98 -0.40 22.52  0.00
H 12.23 -4.70 18.70  0.01
H 11.59 -5.39 19.93  0.00
C 7.18 -1.37 19.91  0.00
C 8.59 -0.94 19.55  0.01
C 9.22 0.19 20.35  0.00
O 8.26 1.22 20.54  0.00
C 8.89 2.29 21.17  0.00
N 9.47 -2.14 19.49  0.06
H 6.90 -2.25 19.33  0.00
H 6.47 -0.61 19.58  0.00
H 7.05 -1.63 20.97  0.00
H 8.46 -0.56 18.53  0.00
H 10.09 0.51 19.77  0.00
H 9.60 -0.28 21.27  0.00
H 9.73 2.68 20.56  0.00
H 9.35 2.00 22.12  0.00
H 8.26 3.18 21.18  0.00
H 8.95 -2.80 18.91  0.00
H 10.19 -1.77 18.87  0.00
C 8.19 -5.34 28.88  0.00
O 9.07 -5.65 27.83  0.00
P 8.93 -7.05 27.05  0.01
O 9.64 -7.04 25.75  0.04
O 9.52 -8.04 28.12  0.01
C 9.46 -9.46 27.91  0.00
O 7.40 -7.38 26.99  0.00
C 6.67 -6.91 25.83  0.00
H 8.63 -5.50 29.86  0.00
H 7.27 -5.94 28.92  0.00
H 7.76 -4.34 28.83  0.00
H 10.48 -9.82 27.77  0.00
H 8.98 -9.79 26.99  0.00
H 9.02 -9.94 28.78  0.00
H 6.42 -7.81 25.28  0.00
H 7.24 -6.19 25.24  0.00
H 5.74 -6.40 26.09  0.00

multiplicity: 5
expectation value of S²: 6.01
lowest unoccupied orbital energy (spin up / spin down): -3.80 / -4.21 eV
frontier orbital gap (spin up / spin down): 7.543 / 7.217 eV
F_max: 8.53 eV/A
total charge: +2



Record 2
ORCA calculation (ωB97M-V/def2-TZVPD) on a structure of composition C27H71MgO11Zr at a distorted geometry.

Each line ends with the Löwdin charge.
Element x y z (Å)
Zr 3.08 4.37 31.54  2.09
Mg 0.79 0.91 31.25  0.90
C -0.34 7.16 32.32  -0.06
C 0.05 6.30 31.08  -0.53
C -0.30 7.09 29.77  -0.03
O 1.29 5.67 31.18  -0.39
H -0.15 6.71 33.30  0.06
H -1.36 7.55 32.32  0.08
H 0.34 8.01 32.31  0.08
H -0.66 5.47 31.09  0.10
H 0.20 8.05 29.64  0.08
H -1.35 7.37 29.81  0.08
H -0.05 6.48 28.89  0.06
C 6.70 1.93 30.81  -0.06
C 5.90 2.18 32.11  -0.52
C 6.88 2.43 33.24  -0.07
O 4.91 3.19 31.95  -0.39
H 6.06 1.64 29.97  0.04
H 7.39 1.09 30.89  0.08
H 7.19 2.82 30.42  0.09
H 5.49 1.20 32.34  0.11
H 6.37 2.34 34.19  0.07
H 7.32 3.43 33.27  0.08
H 7.75 1.78 33.38  0.09
C -2.16 -1.65 29.37  -0.05
C -0.65 -1.77 29.77  -0.56
C 0.10 -2.21 28.50  -0.06
O -0.07 -0.65 30.35  -0.31
H -2.75 -1.39 30.25  0.07
H -2.53 -2.51 28.82  0.08
H -2.26 -0.74 28.78  0.06
H -0.62 -2.65 30.41  0.11
H -0.03 -1.46 27.71  0.05
H -0.28 -3.16 28.12  0.08
H 1.18 -2.29 28.59  0.06
C 4.51 7.55 28.61  -0.06
C 4.45 6.05 28.62  -0.52
C 5.79 5.45 28.09  -0.05
O 4.10 5.39 29.80  -0.35
H 3.51 7.94 28.81  0.08
H 4.87 8.05 27.71  0.09
H 5.18 8.06 29.31  0.08
H 3.72 5.85 27.83  0.13
H 6.06 5.91 27.14  0.08
H 5.85 4.38 27.91  0.04
H 6.61 5.64 28.78  0.08
C 1.24 3.31 28.51  -0.03
C 2.01 2.26 29.24  -0.54
C 3.47 2.01 28.75  -0.02
O 2.02 2.51 30.63  -0.40
H 0.24 3.37 28.95  0.07
H 1.13 3.13 27.44  0.09
H 1.65 4.30 28.72  0.07
H 1.54 1.33 28.93  0.12
H 3.49 1.75 27.69  0.07
H 3.92 1.13 29.19  0.07
H 4.17 2.82 28.95  0.06
C -1.48 5.49 26.10  -0.08
C -2.98 5.37 26.27  -0.36
O -3.58 6.30 25.43  -0.07
H -0.92 4.76 26.69  0.05
H -1.15 6.49 26.37  0.07
H -1.22 5.42 25.05  0.08
H -3.29 5.68 27.27  0.10
H -3.37 4.38 26.04  0.11
H -4.50 6.10 25.60  0.09
C 1.03 0.57 25.38  -0.07
C -0.36 0.90 25.92  -0.33
O -0.83 1.99 25.18  -0.07
H 0.97 0.20 24.36  0.09
H 1.46 -0.18 26.05  0.07
H 1.74 1.39 25.39  0.05
H -0.39 1.12 26.99  0.08
H -1.03 0.05 25.81  0.11
H -0.04 2.42 24.85  0.07
C 5.77 3.55 24.78  -0.08
C 4.29 3.25 24.84  -0.36
O 3.79 3.19 23.56  -0.05
H 6.23 3.67 25.76  0.03
H 6.01 4.46 24.24  0.08
H 6.33 2.85 24.16  0.08
H 3.77 4.03 25.39  0.11
H 4.02 2.36 25.42  0.09
H 4.11 2.34 23.24  0.09
C -2.46 3.36 30.00  -0.04
C -1.96 1.92 30.23  -0.28
O -1.01 1.95 31.23  -0.11
H -3.30 3.34 29.30  0.09
H -1.79 4.08 29.53  0.06
H -2.78 3.79 30.95  0.08
H -1.48 1.60 29.31  0.11
H -2.70 1.14 30.44  0.13
H -1.44 2.30 32.02  0.13
C 7.58 1.67 27.21  -0.09
C 8.65 0.90 28.00  -0.31
O 9.88 1.04 27.35  -0.06
H 7.45 1.31 26.19  0.07
H 7.74 2.74 27.07  0.06
H 6.61 1.65 27.69  0.05
H 8.36 -0.15 28.02  0.11
H 8.68 1.18 29.05  0.09
H 10.06 0.38 26.68  0.09
C 2.81 -2.59 31.62  -0.04
C 3.14 -1.22 30.97  -0.26
O 2.58 -0.17 31.75  -0.12
H 3.07 -2.71 32.67  0.08
H 3.33 -3.37 31.06  0.09
H 1.73 -2.69 31.50  0.07
H 2.79 -1.25 29.94  0.11
H 4.22 -1.04 30.91  0.11
H 3.04 -0.12 32.59  0.12

lowest unoccupied orbital energy: -4.83 eV
frontier orbital gap: 6.270 eV
F_max: 7.25 eV/A
total charge: +1



Record 3
ORCA calculation (ωB97M-V/def2-TZVPD) on a cluster of 7 separate species, C27H71N4O11 in total at a distorted geometry.

Each line ends with the Löwdin charge.
Element x y z (Å)
C 22.64 47.30 11.26  -0.29
O 23.97 46.88 11.41  -0.43
H 22.43 47.08 10.15  0.08
H 22.58 48.45 11.44  0.08
H 22.04 46.88 12.02  0.02
C 27.44 45.81 11.63  -0.16
O 26.24 45.13 11.40  -0.17
H 28.16 45.26 11.34  0.00
H 27.39 45.85 12.71  0.09
H 27.47 46.77 11.18  0.07
H 25.46 45.80 11.25  0.07
C 24.58 49.65 13.63  -0.21
O 25.12 48.40 13.48  -0.18
H 25.27 50.12 12.99  0.04
H 24.41 49.86 14.72  0.10
H 23.69 49.80 13.16  0.03
H 24.70 47.87 12.71  0.06
C 25.84 46.31 16.42  -0.11
O 25.22 45.06 15.97  -0.22
C 23.98 45.28 15.06  -0.13
C 23.74 44.07 14.15  -0.21
N 22.71 44.36 13.15  -0.02
C 22.79 43.29 12.25  -0.24
C 21.83 43.57 11.12  -0.27
O 21.73 42.64 10.15  -0.16
C 20.77 42.94 9.09  -0.05
H 26.56 46.76 15.65  0.10
H 26.62 45.90 17.05  0.06
H 25.19 46.95 16.93  0.05
H 24.11 46.26 14.60  0.10
H 23.19 45.38 15.72  0.08
H 23.64 43.26 14.86  0.12
H 24.68 43.87 13.65  0.11
H 23.06 45.23 12.73  0.08
H 22.41 42.35 12.57  0.12
H 23.83 43.18 11.81  0.15
H 22.25 44.37 10.90  0.04
H 20.92 43.56 11.53  0.10
H 20.91 41.93 8.51  0.13
H 21.06 43.80 8.56  0.05
H 19.78 42.92 9.39  0.05
C 21.15 48.08 17.00  -0.09
O 20.25 48.14 15.92  -0.22
C 20.78 48.31 14.55  -0.15
C 19.57 48.63 13.66  -0.24
N 19.99 48.86 12.32  -0.03
C 18.70 48.74 11.57  -0.13
C 19.00 49.43 10.14  -0.16
O 17.78 49.28 9.40  -0.21
C 17.73 50.01 8.17  -0.09
H 21.98 47.72 16.53  0.05
H 20.47 47.57 17.87  0.14
H 21.21 48.98 17.45  0.03
H 21.20 47.44 14.14  0.10
H 21.49 49.06 14.62  0.10
H 19.04 49.66 13.99  0.16
H 18.88 47.87 13.88  0.10
H 20.53 48.31 11.88  -0.03
H 17.78 49.26 12.02  0.15
H 18.59 47.78 11.33  0.06
H 19.68 48.72 9.60  0.12
H 19.28 50.43 10.18  0.09
H 17.59 51.05 8.28  0.07
H 16.87 49.76 7.69  0.05
H 18.67 49.84 7.66  0.08
C 23.50 44.18 6.22  -0.07
O 24.65 44.66 6.94  -0.16
C 24.36 45.64 7.82  -0.31
C 25.55 46.54 8.26  -0.17
N 25.16 47.82 8.87  -0.08
C 26.17 48.76 8.91  -0.30
C 25.76 49.98 9.84  -0.14
O 26.94 50.88 9.98  -0.24
C 28.00 50.47 10.89  -0.10
H 22.67 44.29 6.93  0.07
H 23.84 43.14 5.65  0.15
H 23.30 44.82 5.37  0.05
H 24.01 45.30 8.75  0.08
H 23.47 46.44 7.78  0.14
H 25.90 46.94 7.22  0.14
H 26.24 45.88 8.86  0.12
H 24.71 47.60 9.79  0.07
H 26.49 49.30 7.95  0.13
H 27.09 48.36 9.18  0.06
H 25.32 49.49 10.87  0.14
H 24.89 50.59 9.24  0.16
H 28.52 49.66 10.45  0.05
H 27.56 50.37 11.90  0.08
H 28.79 51.16 11.21  0.07
C 20.97 47.05 6.74  -0.06
O 20.56 45.88 5.95  -0.20
C 20.52 46.25 4.68  -0.35
C 20.32 44.98 3.80  -0.26
N 20.29 45.43 2.44  -0.06
C 19.49 44.31 1.78  -0.15
C 19.14 44.85 0.30  -0.25
O 18.40 43.86 -0.24  -0.22
C 17.67 44.14 -1.33  -0.19
H 20.09 47.80 6.76  0.10
H 21.87 47.48 6.35  0.07
H 20.92 46.60 7.78  0.09
H 21.47 46.74 4.42  0.11
H 19.61 46.99 4.44  0.16
H 19.42 44.58 4.31  0.14
H 21.16 44.48 4.04  0.07
H 21.35 45.60 2.18  0.17
H 18.47 44.27 2.15  0.11
H 19.86 43.33 1.85  0.10
H 20.02 44.91 -0.39  0.12
H 18.53 45.96 0.27  0.17
H 18.11 44.28 -2.25  0.04
H 17.12 45.20 -1.17  0.11
H 16.72 43.39 -1.57  0.14

lowest unoccupied orbital energy: 2.09 eV
frontier orbital gap: 7.379 eV
F_max: 9.63 eV/A
total charge: -1



Record 4
ORCA calculation (ωB97M-V/def2-TZVPD) on a cluster of 4 separate species, C27H72F3N11O5P3 in total at a distorted geometry.

Each line ends with the Löwdin charge.
Element x y z (Å)
C -0.33 3.46 0.29  -0.02
C -0.69 4.87 -0.25  -0.41
O 0.44 5.45 -0.90  -0.02
C -1.86 4.76 -1.24  -0.09
C -3.23 5.07 -0.65  -0.32
C -3.50 4.26 0.61  -0.07
N -4.87 4.52 1.18  0.12
C -5.41 5.94 1.07  -0.17
C -6.96 5.88 1.00  -0.09
O -7.55 6.06 -0.29  0.07
C -7.89 4.89 -0.87  -0.71
F -8.50 5.14 -2.02  0.21
F -8.71 4.16 -0.12  0.18
F -6.80 4.14 -1.16  0.15
C -4.75 6.78 -0.04  -0.14
N -3.33 6.49 -0.27  0.01
H 0.65 3.20 -0.10  0.09
H -0.31 3.48 1.38  0.07
H -1.08 2.73 -0.02  0.06
H -0.92 5.50 0.62  0.12
H 0.58 6.33 -0.55  0.09
H -1.84 3.79 -1.75  0.09
H -1.69 5.50 -2.02  0.13
H -4.00 4.86 -1.41  0.14
H -2.77 4.58 1.36  0.13
H -3.35 3.18 0.47  0.14
H -4.80 4.31 2.18  0.18
H -5.52 3.82 0.82  0.16
H -5.20 6.43 2.02  0.16
H -7.34 6.69 1.62  0.15
H -7.29 4.94 1.46  0.14
H -4.82 7.82 0.27  0.14
H -5.26 6.72 -1.00  0.13
H -2.84 6.59 0.61  0.11
O 0.39 0.17 1.69  -0.31
P 0.78 -0.44 3.01  0.66
N 2.20 -1.29 2.57  -0.29
C 2.77 -2.42 3.28  -0.12
C 3.24 -0.48 1.94  -0.12
N -0.56 -1.51 3.22  -0.33
C -0.42 -2.90 3.61  -0.14
C -1.67 -1.36 2.29  -0.15
N 1.08 -0.42 4.72  -0.27
C -0.08 0.03 5.54  -0.13
C 2.20 0.47 5.08  -0.13
H 3.26 -2.15 4.23  0.08
H 3.53 -2.89 2.65  0.05
H 2.05 -3.21 3.48  0.05
H 3.74 0.20 2.65  0.07
H 2.82 0.13 1.14  0.07
H 4.00 -1.12 1.50  0.08
H -0.03 -3.52 2.79  0.09
H -1.39 -3.31 3.89  0.08
H 0.21 -3.02 4.49  0.07
H -1.47 -1.82 1.32  0.08
H -1.92 -0.32 2.14  0.06
H -2.56 -1.84 2.72  0.08
H -0.41 1.04 5.26  0.08
H 0.21 0.05 6.59  0.08
H -0.92 -0.65 5.45  0.07
H 2.07 1.49 4.70  0.09
H 3.15 0.08 4.71  0.06
H 2.30 0.52 6.17  0.08
O -2.24 1.81 -2.69  -0.31
P -2.77 0.45 -3.05  0.69
N -2.14 0.28 -4.63  -0.30
C -2.67 -0.58 -5.67  -0.12
C -0.68 0.40 -4.73  -0.12
N -4.45 0.85 -3.06  -0.32
C -5.35 0.52 -4.14  -0.13
C -4.77 2.14 -2.47  -0.16
N -3.12 -1.23 -2.79  -0.26
C -3.93 -1.51 -1.58  -0.12
C -1.89 -2.06 -2.65  -0.11
H -2.48 -1.65 -5.51  0.08
H -2.21 -0.32 -6.62  0.09
H -3.74 -0.44 -5.82  0.05
H -0.15 -0.46 -4.31  0.07
H -0.34 1.30 -4.21  0.07
H -0.38 0.51 -5.77  0.08
H -5.18 1.13 -5.03  0.09
H -6.39 0.68 -3.82  0.08
H -5.29 -0.54 -4.40  0.07
H -4.53 2.98 -3.14  0.09
H -4.22 2.28 -1.54  0.05
H -5.83 2.19 -2.23  0.07
H -3.46 -1.15 -0.67  0.08
H -4.08 -2.59 -1.49  0.08
H -4.92 -1.07 -1.66  0.07
H -1.23 -1.68 -1.87  0.09
H -1.33 -2.10 -3.59  0.06
H -2.16 -3.08 -2.41  0.08
O 4.70 -3.90 0.48  -0.31
P 5.93 -4.67 0.12  0.67
N 7.10 -3.94 1.15  -0.30
C 8.53 -3.94 0.95  -0.13
C 6.76 -3.96 2.57  -0.13
N 6.12 -4.15 -1.51  -0.33
C 7.38 -3.70 -2.07  -0.14
C 5.02 -3.39 -2.09  -0.14
N 6.84 -6.12 -0.20  -0.27
C 6.28 -6.96 -1.29  -0.12
C 6.93 -7.00 0.99  -0.13
H 9.01 -4.91 1.14  0.08
H 8.99 -3.22 1.63  0.08
H 8.81 -3.61 -0.04  0.05
H 6.84 -4.96 3.02  0.07
H 5.74 -3.61 2.73  0.05
H 7.41 -3.29 3.13  0.08
H 7.66 -2.71 -1.70  0.08
H 7.30 -3.64 -3.16  0.08
H 8.18 -4.41 -1.87  0.07
H 5.02 -2.34 -1.76  0.08
H 4.06 -3.83 -1.83  0.07
H 5.09 -3.40 -3.18  0.08
H 5.25 -7.27 -1.09  0.09
H 6.90 -7.86 -1.39  0.08
H 6.31 -6.45 -2.24  0.07
H 5.95 -7.25 1.40  0.09
H 7.53 -6.55 1.77  0.06
H 7.43 -7.93 0.72  0.08

lowest unoccupied orbital energy: -3.01 eV
frontier orbital gap: 6.716 eV
F_max: 5.94 eV/A
total charge: +1